Run A
C9H9N3 in the gas phase. Source: the Open Molecules 2025 dataset; level of theory: ωB97M-V/def2-TZVPD.

Cartesian coordinates (Å):
N 3.6167 -1.1600 0.2113
C 2.3856 -0.4300 0.0199
C 2.3627 1.0102 -0.0650
C 1.2045 1.7573 -0.0823
C -0.1118 1.0907 -0.1155
C -1.3697 1.7100 -0.0205
C -2.5292 0.9239 0.1692
C -2.3309 -0.4570 0.0386
N -3.3490 -1.3516 -0.0056
N -1.1411 -1.0978 0.0036
C -0.0548 -0.3764 -0.0823
C 1.2219 -1.0845 -0.0933
H 4.3926 -0.6223 -0.1819
H 3.5574 -2.1723 -0.0405
H 3.2824 1.6686 0.0374
H 1.2249 2.8391 0.1659
H -1.3971 2.8211 0.1118
H -3.4669 1.3523 0.3672
H -3.0312 -2.3167 -0.0614
H -4.2831 -0.9350 -0.3143
H 1.1641 -2.2349 -0.1617

The HOMO energy is -7.69 eV. Its SMILES is Nc1ccc2ccc(N)nc2c1. The orbital gap comes out at 8.34 eV. The value obtained for the LUMO energy is 0.024 Ha.

---

Run B
C9H9N3 in the gas phase. Source: the Open Molecules 2025 dataset; level of theory: ωB97M-V/def2-TZVPD.

Cartesian coordinates (Å):
N -3.1407 0.0347 -0.0737
C -1.8366 -0.3275 0.1088
C -1.5259 -1.6768 0.0672
C -0.1928 -2.0094 -0.0012
C 0.8053 -1.0297 -0.0748
N 2.1532 -1.2101 -0.1942
C 2.9467 -0.2772 -0.0110
C 2.6658 1.0695 0.0598
C 1.3799 1.5343 0.0145
C 0.4126 0.4276 -0.0227
C -0.9569 0.6697 0.2812
N -1.5232 2.0270 -0.1209
H -3.8917 -0.6531 -0.5674
H -2.9510 1.1684 -0.4810
H -2.5533 -2.1275 0.5264
H -0.0896 -3.0186 0.0033
H 3.8853 -0.7788 0.4131
H 3.3859 1.6632 -0.0175
H 0.9165 2.5763 0.0285
H -0.9165 2.8577 -0.1257
H -2.3990 2.0687 0.4118

The HOMO energy is -7.60 eV. Its SMILES is Nc1ccc2ncccc2c1N. The orbital gap comes out at 7.77 eV. The value obtained for the LUMO energy is 0.006 Ha.

---

Which of them is the most stable, and which is the least stable? run A and run B, in that order.

---

Run A
2 unconnected molecules or ions with the total composition C3H4O3S. Source: the Open Molecules 2025 dataset; level of theory: ωB97M-V/def2-TZVPD.

Cartesian coordinates (Å):
C 0.5649 -0.4037 -1.0402
C 0.5904 0.8490 -0.4154
C -0.6235 1.7052 0.0004
O 1.0171 -2.5913 1.4102
O -1.1843 -2.0925 0.6242
O 0.6394 -1.5437 -1.1771
S -0.0473 -2.9741 0.5391
H 1.6712 1.3612 -0.3555
H -0.6130 2.6243 -0.5987
H -0.5003 1.8804 1.0733
H -1.5146 1.1853 -0.0603

The HOMO energy is -8.97 eV. The orbital gap comes out at 8.47 eV. The value obtained for the LUMO energy is -0.018 Ha.

---

Run B
3 unconnected molecules or ions with the total composition C3H4O3S. Source: the Open Molecules 2025 dataset; level of theory: ωB97M-V/def2-TZVPD.

Cartesian coordinates (Å):
C 1.5470 1.6579 -3.2681
C 1.1399 0.5264 -3.2892
C 0.0118 -0.9847 2.9066
O 1.7594 -0.1033 0.1696
O 1.4967 -2.5129 0.2463
O -0.6185 -0.9218 1.9135
S 1.0526 -1.2767 -0.2334
H 2.0211 2.5301 -3.6083
H 0.6607 -0.3652 -3.0360
H 1.1320 -1.3269 2.8202
H -0.3245 -0.8003 3.9238

The HOMO energy is -10.70 eV. The orbital gap comes out at 10.28 eV. The value obtained for the LUMO energy is -0.015 Ha.

---

Run C
2 unconnected molecules or ions with the total composition C3H4O3S. Source: the Open Molecules 2025 dataset; level of theory: ωB97M-V/def2-TZVPD.

Cartesian coordinates (Å):
C 1.0204 1.0504 -1.1110
C 0.1598 0.5245 0.7171
C 0.1927 -0.8685 0.6397
O -0.3300 1.4135 1.3234
O 0.3708 2.3796 -3.1226
O -1.4079 1.6281 -1.6150
S -0.0785 2.0352 -1.8075
H 2.0120 1.4088 -1.0808
H -0.2049 -1.5491 1.4839
H 1.2658 -1.0938 0.4660
H -0.3441 -1.1035 -0.2920

The HOMO energy is -9.24 eV. The orbital gap comes out at 7.83 eV. The value obtained for the LUMO energy is -0.052 Ha.

---

Which of them is the most stable, and which is the least stable? run A and run C, in that order.

---

Run A
2 unconnected molecules or ions with the total composition C3H8O2S. Source: the Open Molecules 2025 dataset; level of theory: ωB97M-V/def2-TZVPD.

Cartesian coordinates (Å):
C -0.9688 0.5332 -0.0998
O -2.1123 -0.1370 -0.5264
C 0.3286 -0.1982 -0.4301
C 1.5560 0.5212 0.1434
S 3.1372 -0.4080 -0.0652
H -0.9573 1.5285 -0.5867
H -1.0457 0.7424 0.9726
H 0.4746 -0.3412 -1.5007
H 0.2259 -1.1861 0.0113
H 1.3560 0.6635 1.2088
H 1.6426 1.5066 -0.3130
H -2.9370 -0.2466 0.1235
H -4.6790 0.1660 0.1868
O -4.1591 -0.0263 0.9717

The HOMO energy is 0.20 eV. The orbital gap comes out at 5.82 eV. As for the net charge: -2. The value obtained for the LUMO energy is 0.221 Ha.

---

Run B
2 unconnected molecules or ions with the total composition C3H8O2S. Source: the Open Molecules 2025 dataset; level of theory: ωB97M-V/def2-TZVPD.

Cartesian coordinates (Å):
C 0.1480 -0.6317 -0.0430
O 0.5045 -1.3403 -1.1549
C 0.9315 0.6673 0.3170
C 0.1607 1.6077 1.2892
S 0.6074 3.3400 1.1288
H 0.2393 -1.2872 0.8811
H -0.9333 -0.4102 0.0452
H 1.9220 0.4191 0.7015
H 1.0036 1.1723 -0.6516
H -0.8885 1.4738 0.9887
H 0.2489 1.1664 2.2868
H -0.2921 -1.8943 -1.5696
H -2.1910 -1.8401 -2.0774
O -1.4608 -2.4428 -2.1417

The HOMO energy is 0.28 eV. The orbital gap comes out at 5.79 eV. As for the net charge: -2. The value obtained for the LUMO energy is 0.223 Ha.

---

Which of them is the most stable, and which is the least stable? run A and run B, in that order.

---

Run A
C3H3Br2F in the gas phase. Source: the Open Molecules 2025 dataset; level of theory: ωB97M-V/def2-TZVPD.

Cartesian coordinates (Å):
F -1.5284 1.0625 0.4549
C -0.3057 0.5608 0.7638
C -0.0380 -0.8042 0.3646
C 0.5560 -0.0837 -0.7912
Br -0.7270 0.0981 -2.2526
Br 2.3043 0.4819 -1.0307
H 0.2495 1.2998 1.4829
H 0.5129 -1.4725 0.9823
H -1.0238 -1.1428 0.0259

The HOMO energy is -8.50 eV. Its SMILES is F[C@H]1CC1(Br)Br. The orbital gap comes out at 8.99 eV. The value obtained for the LUMO energy is 0.018 Ha.

---

Run B
C3H3Br2F in the gas phase. Source: the Open Molecules 2025 dataset; level of theory: ωB97M-V/def2-TZVPD.

Cartesian coordinates (Å):
C 0.4025 -0.4418 -0.8763
C -0.4179 0.6436 -0.3610
Br -0.3906 2.3905 -1.1031
C -1.5879 0.4555 0.6716
F -1.3015 -0.1812 1.8052
Br -2.9627 -0.7322 -0.2057
H 1.1311 -0.3075 -1.7208
H 0.6000 -1.4282 -0.4235
H -2.0648 1.3933 0.7634

The HOMO energy is -9.50 eV. Its SMILES is C=C(Br)[C@H](F)Br. The orbital gap comes out at 9.30 eV. The value obtained for the LUMO energy is -0.007 Ha.

---

Which of them is the most stable, and which is the least stable? run B and run A, in that order.

---

Run A
19 unconnected molecules or ions with the total composition H38O19. Source: the Open Molecules 2025 dataset; level of theory: ωB97M-V/def2-TZVPD.

Cartesian coordinates (Å):
O -4.0187 2.3109 1.3287
H -4.0766 2.0972 2.2633
H -3.7620 3.2266 1.1766
O -2.9307 -0.0856 -0.9749
H -3.6413 0.4793 -0.6411
H -3.2557 -0.3816 -1.8298
O -3.1443 -2.7538 1.1324
H -3.9309 -2.1978 1.0692
H -3.1349 -3.3057 0.3342
O 0.4878 -2.0190 -4.5866
H -0.4284 -2.1166 -4.3155
H 0.8785 -1.4285 -3.9166
O -0.2908 4.0480 1.1889
H -0.1181 3.2128 1.6641
H 0.2673 3.8194 0.4251
O 4.5004 0.0696 -0.4811
H 5.2179 0.6407 -0.7855
H 3.8671 0.7368 -0.1660
O 0.7793 -1.3283 -2.0737
H 0.8287 -2.0343 -1.4254
H 1.6961 -1.1529 -2.3225
O -3.3714 2.5573 -1.2911
H -2.7304 2.6281 -2.0089
H -2.8008 2.3810 -0.5357
O -0.7986 1.3869 1.7689
H -0.9800 0.5292 2.1754
H -1.0319 1.6046 0.8459
O 2.5201 3.9518 0.5683
H 3.2376 3.3178 0.4937
H 2.3146 3.9606 1.5118
O -2.1455 -2.7531 -1.2805
H -1.3534 -2.8692 -0.7569
H -2.1838 -1.8560 -1.6041
O -0.3316 -1.1434 3.4936
H -0.1117 -1.3391 2.5583
H -0.9078 -1.8274 3.8272
O -0.3063 1.1617 -0.9025
H -0.9062 0.4519 -1.1261
H 0.3924 1.5789 -1.4015
O 1.8417 0.9687 2.0893
H 1.9061 1.3390 2.9748
H 0.8800 0.7683 2.0051
O 2.5243 -1.7094 0.9994
H 2.4903 -1.0461 1.7032
H 2.8555 -1.3707 0.1611
O 3.0431 -2.7651 -1.4158
H 3.9521 -2.5761 -1.6478
H 2.7459 -2.9571 -0.5250
O -0.5565 -1.6160 0.9155
H 0.1761 -1.4291 0.3075
H -1.0812 -0.8256 0.7216
O 0.5147 -4.7713 2.0133
H 1.2003 -4.1010 1.8943
H -0.3039 -4.3778 1.6939
O 0.9726 3.3064 -2.2890
H 1.9174 3.4408 -2.4455
H 0.6256 4.1628 -2.5556

The HOMO energy is -10.68 eV. The orbital gap comes out at 10.21 eV. The value obtained for the LUMO energy is -0.017 Ha.

---

Run B
19 unconnected molecules or ions with the total composition H38O19. Source: the Open Molecules 2025 dataset; level of theory: ωB97M-V/def2-TZVPD.

Cartesian coordinates (Å):
O 1.3499 -2.1053 3.1407
H 1.0882 -2.8721 2.5675
H 1.8317 -2.7298 3.7192
O 4.0035 -0.5136 0.7572
H 4.0856 0.3248 1.1328
H 3.3843 -0.9151 1.3702
O -0.2929 1.4689 2.1040
H -0.3297 0.6477 2.6157
H 0.4701 1.4169 1.4750
O -0.5074 -3.2396 -2.1619
H -0.5224 -4.0942 -1.4474
H -0.6510 -3.9584 -2.7819
O 0.0280 3.3295 -2.7637
H 0.0129 4.0643 -2.1057
H 0.7233 3.5900 -3.3258
O 1.8080 -3.5538 1.0517
H 2.6842 -3.7008 0.8967
H 1.6482 -2.6004 0.6741
O -2.4238 2.1471 0.7549
H -3.3174 1.7399 0.6531
H -2.0936 1.6105 1.4919
O -0.6177 1.0702 -1.3591
H -0.7009 1.6892 -1.9594
H -0.8073 1.4260 -0.4657
O -2.8264 -1.3021 2.5634
H -2.6092 -0.5075 2.9820
H -3.3998 -1.9153 3.1162
O -2.0540 0.6960 -4.6084
H -1.9529 -0.2239 -4.4389
H -2.8442 0.9844 -4.2229
O -1.4589 4.5305 -0.8304
H -2.1423 4.0823 -1.3488
H -1.8568 4.5894 0.0194
O 0.0597 -0.1653 4.1229
H 0.5079 0.6470 4.0023
H 0.4747 -1.0547 3.8959
O -1.3249 -1.0373 -2.9498
H -0.8517 -0.2864 -2.5422
H -0.7737 -1.7444 -2.7300
O -2.8840 -0.3037 -0.8895
H -3.5489 -0.9770 -1.1983
H -2.4911 0.1006 -1.6670
O 1.5214 1.2985 0.2903
H 1.7749 0.4770 -0.0962
H 1.1746 1.7609 -0.4435
O 3.2323 1.9576 2.2935
H 2.7639 2.1307 1.4919
H 2.8246 2.4343 3.0314
O 0.9627 -1.5168 -0.5362
H 0.6293 -1.8302 -1.4932
H 0.0482 -1.4129 -0.2153
O 3.4090 0.4126 -2.0508
H 3.3846 -0.2826 -2.6380
H 3.7127 0.0338 -1.3205
O -1.2654 -1.9997 0.5975
H -1.5774 -1.0450 0.8211
H -1.4722 -2.7722 0.9580

The HOMO energy is -10.29 eV. The orbital gap comes out at 10.09 eV. The value obtained for the LUMO energy is -0.007 Ha.

---

Which of them is the most stable, and which is the least stable? run A and run B, in that order.

---

Run A
2 unconnected molecules or ions with the total composition C4H12NO. Source: the Open Molecules 2025 dataset; level of theory: ωB97M-V/def2-TZVPD.

Cartesian coordinates (Å):
C -0.3655 -0.7323 0.5208
N -0.3509 0.4386 -0.5520
C 0.4363 1.5773 0.2585
C 0.3098 1.3232 1.6981
C 0.1940 -0.2206 1.8017
H -1.2782 -1.2051 0.3794
H 0.3748 -1.4242 0.0455
H -1.3700 0.6398 -0.5533
H -0.2669 -0.0535 -1.5315
H 0.0334 2.4667 -0.0018
H 1.4717 1.4030 -0.0662
H 1.1001 1.4964 2.4054
H -0.6356 1.7544 2.1065
H -0.2783 -0.4206 2.8150
H 1.0773 -0.7551 2.0857
H 0.6627 -1.9243 -3.7708
H -0.8123 -2.4292 -4.1779
O -0.3026 -1.9345 -3.4632

The HOMO energy (alpha / beta) is -20.95 / -18.39 eV. The orbital gap (alpha / beta) comes out at 13.53 / 2.61 eV. As for the expectation value of S²: 0.7545. As for the net charge: +2. The value obtained for the LUMO energy (alpha / beta) is -0.273 / -0.580 Ha. Its spin multiplicity is 2.

---

Run B
2 unconnected molecules or ions with the total composition C4H12NO. Source: the Open Molecules 2025 dataset; level of theory: ωB97M-V/def2-TZVPD.

Cartesian coordinates (Å):
C 1.8488 1.1899 -0.0061
C 1.1935 -0.2226 0.2732
C 0.2400 -0.5807 -0.7729
C 0.5172 -1.4046 -1.8667
N -1.1412 -0.3098 -0.4203
H 1.1019 1.9781 0.0931
H 2.2618 1.1799 -1.0122
H 2.6417 1.3398 0.7223
H 0.6747 -0.2774 1.2303
H 1.9682 -0.9995 0.2793
H -0.2642 -1.9676 -2.3759
H 1.5599 -1.6415 -2.0745
H -1.3523 -0.4966 0.5918
H -1.4747 0.6837 -0.4244
H -1.9444 -0.6723 -0.9424
H -3.0028 0.2141 2.6859
H -2.3159 1.4558 2.1095
O -2.5122 0.5312 1.9100

The HOMO energy (alpha / beta) is -19.79 / -19.79 eV. The orbital gap (alpha / beta) comes out at 9.63 / 5.94 eV. As for the expectation value of S²: 0.7542. As for the net charge: +2. The value obtained for the LUMO energy (alpha / beta) is -0.373 / -0.509 Ha. Its spin multiplicity is 2.

---

Which of them is the most stable, and which is the least stable? run B and run A, in that order.

---

Run A
C3H2N2S in the gas phase. Source: the Open Molecules 2025 dataset; level of theory: ωB97M-V/def2-TZVPD.

Cartesian coordinates (Å):
S 2.8101 -0.0427 -0.0544
C 1.1715 0.0842 0.2713
N 0.4604 1.1663 0.1177
C -0.7647 0.7278 -0.0196
C -0.7807 -0.7864 -0.1071
N 0.3919 -1.1478 0.2045
H -1.6424 1.3475 -0.1793
H -1.6462 -1.3490 -0.2331

The HOMO energy is -9.42 eV. Its SMILES is S=C1N=CC=N1. The orbital gap comes out at 7.05 eV. The value obtained for the LUMO energy is -0.087 Ha.

---

Run B
A molecular structure, C3H2N2S. Source: the Open Molecules 2025 dataset; level of theory: ωB97M-V/def2-TZVPD.

Cartesian coordinates (Å):
C 0.3071 -0.0396 -0.1720
C -0.6595 1.1427 0.0313
C -1.6562 -0.7099 0.0314
H -0.3087 2.1631 -0.1580
H -2.5202 -1.5838 0.5810
N -1.8625 0.7201 0.0226
N -0.5107 -1.1127 -0.1334
S 1.9683 -0.0119 0.0630

The HOMO energy is -9.62 eV. The orbital gap comes out at 7.28 eV. The value obtained for the LUMO energy is -0.086 Ha.

---

Which of them is the most stable, and which is the least stable? run A and run B, in that order.

---

Run A
2 unconnected molecules or ions with the total composition C3H12NS. Source: the Open Molecules 2025 dataset; level of theory: ωB97M-V/def2-TZVPD.

Cartesian coordinates (Å):
C 0.3601 1.9534 0.1260
C -0.7909 0.9679 0.2517
C -0.4761 -0.1444 1.2531
S -1.3213 -1.6962 0.7250
H 0.0913 2.8461 -0.4280
H 1.2679 1.5194 -0.2992
H 0.6413 2.3060 1.1201
H -1.6992 1.4728 0.5707
H -1.0479 0.5208 -0.7089
H -0.8354 0.0691 2.2505
H 0.5914 -0.3421 1.2998
H -0.9424 -2.4641 1.7560
N 0.8381 -1.3987 -1.5866
H 0.9247 -0.3816 -1.6276
H 0.0277 -1.6468 -0.9589
H 0.6761 -1.7741 -2.5262
H 1.6945 -1.8075 -1.2176

The HOMO energy is -13.61 eV. The orbital gap comes out at 9.82 eV. As for the net charge: +1. The value obtained for the LUMO energy is -0.139 Ha.

---

Run B
2 unconnected molecules or ions with the total composition C3H12NS. Source: the Open Molecules 2025 dataset; level of theory: ωB97M-V/def2-TZVPD.

Cartesian coordinates (Å):
C 2.1603 -0.3041 1.5384
N 0.7537 -0.7849 1.7164
H 2.9183 -0.8251 2.1605
H 2.4406 -0.1992 0.4607
H 2.1489 0.6818 2.0074
H 0.5062 -0.8229 2.7034
H 0.4091 -1.6698 1.3518
H 0.1235 -0.1578 1.1669
C -0.2332 0.5913 -1.9002
C -1.6020 0.7528 -1.2405
S -2.4956 -0.8730 -1.1626
H -0.3015 0.3541 -2.9700
H 0.2653 -0.3289 -1.5560
H 0.3937 1.4805 -1.7611
H -1.5023 1.1157 -0.2042
H -2.3404 1.4168 -1.7057
H -3.6446 -0.4276 -0.6054

The HOMO energy is -12.34 eV. The orbital gap comes out at 8.45 eV. As for the net charge: +1. The value obtained for the LUMO energy is -0.143 Ha.

---

Which of them is the most stable, and which is the least stable? run A and run B, in that order.